18
Properties=species:S:1:pos:R:3 method="wB97M-V/def2-TZVPD" homo_energy_ev="-5.95 / -8.57" total_charge=0 energy_ev=-34679.75221 spin_multiplicity=3
N -1.51363 -2.07606 1.62571
N 1.57112 0.82030 1.90225
Si -2.73524 0.53878 -1.17307
Si 2.63838 0.35670 -1.21321
Si -0.96987 -0.48441 -0.17676
Si 0.99289 0.76165 0.24157
H -0.82985 -2.01949 2.44891
H -1.54309 -2.98229 1.19061
H 1.29425 1.49917 2.62850
H 1.86600 -0.06247 2.34665
H -3.66751 -0.33568 -1.78153
H -3.53273 1.49306 -0.30326
H -2.10929 1.46652 -2.14326
H 4.03854 0.00916 -0.77946
H 2.04632 -0.93744 -1.81115
H 2.65215 1.38011 -2.25217
H -0.61522 -1.46990 -1.14038
H 0.41679 2.04230 0.39003